31
Properties=species:S:1:pos:R:3:nbo_charge:R:1 method="wB97M-V/def2-TZVPD" e_homo_ev=-8.1 homo_lumo_gap_ha=0.3164 largest_force_ev_per_a=5.1 e_above_lowest_kj_mol=81.8
C 2.29649 0.42031 -1.71495 -0.6107
C 1.90988 0.21488 -0.20997 -0.2167
N 1.57312 -1.16334 0.12634 -0.3807
C 0.39216 -1.73486 -0.01111 0.3743
C -0.96506 -1.20946 -0.38414 -0.4594
C -1.71055 -0.68265 0.80633 -0.1978
N -1.71510 0.78263 0.99457 -0.3610
C -1.20329 1.43707 2.11069 -0.1069
C -0.98847 2.78980 1.73796 -0.0963
N -1.42267 2.99898 0.43095 -0.4435
C -1.86132 1.81596 0.01741 0.3311
C -2.49315 1.58420 -1.27812 -0.6613
N 0.46399 -3.03362 0.16312 -0.2963
N 1.80772 -3.29573 0.25054 -0.3920
C 2.48908 -2.15226 0.29137 0.2641
S 4.06038 -1.86095 0.90546 -0.3175
H 3.10047 -0.20337 -1.94435 0.2246
H 1.39895 0.28420 -2.21755 0.1943
H 2.66353 1.39464 -1.97645 0.2260
H 2.75943 0.42851 0.34439 0.2419
H 1.15720 0.88636 0.00238 0.2132
H -1.45823 -2.01860 -0.94203 0.2648
H -0.70208 -0.44555 -1.10861 0.2311
H -2.80495 -1.00085 0.68600 0.2095
H -1.36911 -1.14357 1.64022 0.2225
H -0.93515 0.99137 3.04285 0.2203
H -0.52267 3.55546 2.27575 0.2078
H -2.83800 0.54544 -1.28058 0.2093
H -3.40211 2.21618 -1.48187 0.2487
H -1.78734 1.61595 -2.16644 0.2305
H 2.10685 -4.01715 0.88983 0.4261